Molecular formula: C5H12O2
Method: DFT, the ωB97M-V functional and the def2-TZVPD basis

Properties
Kohn-Sham gap = 0.329 Eh
F_max = 0.776 eV/A
E_HOMO = -8.279 eV
relative energy (zero: lowest compared OMol25 entry of this formula, charge and spin) = 2.430 eV

Geometry as ORCA input:
```
! RIJCOSX wB97M-V def2-TZVPD def2/J DEFGRID3
* xyz 0 1
C -0.376 -2.101 1.325
C 0.323 -0.744 1.385
C 0.922 -0.192 0.123
C 1.200 1.096 -0.040
O 0.664 2.045 0.817
H -1.373 -2.046 0.877
H 0.210 -2.824 0.748
H -0.481 -2.502 2.341
H -0.310 0.005 1.877
H 1.206 -0.842 2.028
H 1.275 -0.900 -0.622
H 1.943 1.429 -0.755
H 0.531 2.871 0.339
C -0.856 0.901 -2.067
O -1.230 -0.042 -1.069
H -1.690 0.921 -2.762
H -0.671 1.933 -1.723
H 0.054 0.585 -2.599
H -1.342 0.407 -0.224
*
```

Molecular formula: C6H29NO9
Method: DFT, the ωB97M-V functional and the def2-TZVPD basis

Properties
Kohn-Sham gap = 0.303 Eh
F_max = 3.747 eV/A
E_HOMO = -8.088 eV
relative energy (zero: lowest compared OMol25 entry of this formula, charge and spin) = 5.277 eV

Geometry as ORCA input:
```
! RIJCOSX wB97M-V def2-TZVPD def2/J DEFGRID3
* xyz 0 1
C -0.524 0.216 2.990
C -1.025 -0.691 1.907
C -1.071 -0.339 0.645
C -1.752 -1.011 -0.524
C -0.811 -1.376 -1.634
C -0.390 -0.354 -2.398
N 0.230 -0.645 -3.665
H 0.395 0.743 2.831
H -1.290 0.870 3.318
H -0.264 -0.368 4.007
H -1.437 -1.597 2.356
H -0.592 0.578 0.269
H -2.453 -1.824 -0.175
H -2.619 -0.468 -0.871
H -0.412 -2.370 -1.713
H -0.530 0.715 -2.244
H 0.438 -1.609 -3.777
H 1.071 -0.148 -3.930
O -0.696 -3.516 1.478
H -1.503 -3.606 0.969
H -1.013 -3.651 2.372
O 1.020 4.007 -0.143
H 1.827 3.555 -0.474
H 1.196 3.763 0.778
O -3.961 -0.794 1.897
H -3.337 -0.214 2.379
H -3.879 -0.341 1.044
O -3.358 2.113 -1.405
H -2.835 2.535 -0.700
H -3.078 2.209 -2.305
O 3.132 2.423 -0.200
H 3.782 2.112 -0.893
H 2.805 1.610 0.180
O 4.008 -1.553 0.417
H 3.140 -2.044 0.535
H 4.130 -0.854 1.076
O -1.651 3.231 0.118
H -1.415 3.104 1.042
H -1.282 4.013 -0.295
O 3.373 0.185 -1.403
H 3.944 -0.082 -2.130
H 3.535 -0.553 -0.682
O 1.902 -2.929 1.121
H 1.105 -2.743 1.605
H 2.002 -3.638 0.496
*
```

Molecular formula: C17H25IrN2S
Method: DFT, the ωB97M-V functional and the def2-TZVPD basis

Properties
expectation value of S² = 8.781
Kohn-Sham gap (spin up / spin down) = 0.212 / 0.243 Eh
F_max = 3.985 eV/A
E_HOMO (spin up / spin down) = -8.268 / -11.523 eV

Geometry as ORCA input:
```
! RIJCOSX wB97M-V def2-TZVPD def2/J DEFGRID3
* xyz 1 6
C -0.554 0.865 -2.183
C -0.110 2.306 -2.308
C 0.123 0.027 -3.268
C -2.050 0.831 -2.428
H -0.441 0.113 -4.216
H 0.150 -1.034 -3.006
H 1.151 0.355 -3.474
H -0.223 2.638 -3.355
H 0.937 2.447 -2.038
H -0.712 2.955 -1.664
H -2.318 1.535 -3.240
H -2.604 1.150 -1.541
H -2.405 -0.163 -2.727
C 2.049 -0.530 1.140
C 2.253 -0.714 -0.258
C 2.121 0.559 -0.897
H 2.625 -1.597 -0.746
C 1.782 1.533 0.130
C 1.780 0.848 1.378
H 1.709 1.324 2.337
H 2.165 -1.275 1.902
H 2.447 0.792 -1.897
H 1.780 2.596 0.000
C -1.706 -1.296 1.328
C -0.499 -2.050 1.283
C -0.212 -2.372 -0.081
H 0.049 -2.382 2.145
C -1.236 -1.768 -0.897
C -2.138 -1.077 -0.012
H -3.070 -0.646 -0.321
H -2.218 -0.991 2.223
H 0.499 -3.096 -0.442
H -1.454 -2.028 -1.924
Ir 0.037 0.183 -0.185
S -1.264 1.599 0.899
C -0.708 2.592 2.277
N -0.020 2.272 3.400
C 0.213 3.499 4.196
C -0.716 4.508 3.537
N -0.892 3.914 2.216
H -0.018 1.313 3.796
H 1.245 3.862 4.122
H -0.005 3.300 5.234
H -0.358 5.527 3.479
H -1.684 4.542 4.041
H -1.518 4.315 1.485
*
```

Molecular formula: C34H67NO6PSSi
Method: DFT, the ωB97M-V functional and the def2-TZVPD basis

Properties
Kohn-Sham gap = 0.287 Eh
F_max = 3.215 eV/A
E_HOMO = -10.356 eV

Geometry as ORCA input:
```
! RIJCOSX wB97M-V def2-TZVPD def2/J DEFGRID3
* xyz 1 1
C -2.731 -5.656 2.004
N -3.391 -5.781 0.680
C -3.651 -4.467 0.083
S -5.139 -3.609 0.773
C -5.770 -2.587 -0.659
C -7.265 -2.088 -0.455
C -7.398 -0.549 -0.829
C -6.762 0.423 0.249
C -5.628 1.381 -0.362
C -4.235 0.958 0.234
C -3.149 2.107 0.264
C -1.940 1.776 -0.707
Si -0.431 0.994 0.172
C 1.075 2.090 -0.186
C -0.602 0.861 2.062
C -0.282 -0.798 -0.492
C -0.478 -1.051 -1.934
C -0.408 -2.429 -2.430
C -0.166 -3.576 -1.552
C 0.050 -3.280 -0.130
C -0.012 -1.919 0.409
P -4.597 -2.123 2.250
C -4.337 -2.920 3.921
O -3.099 -1.558 1.740
H -2.551 -6.707 2.368
H -1.730 -5.150 1.948
H -3.444 -5.198 2.731
H -2.709 -6.231 0.057
H -3.869 -4.643 -1.009
H -2.759 -3.775 0.181
H -5.130 -1.657 -0.646
H -5.612 -3.160 -1.604
H -7.638 -2.307 0.585
H -7.953 -2.661 -1.140
H -8.504 -0.336 -0.846
H -7.005 -0.341 -1.860
H -7.587 1.104 0.603
H -6.381 -0.102 1.163
H -5.688 1.309 -1.479
H -5.913 2.444 -0.112
H -4.419 0.631 1.292
H -3.860 0.083 -0.367
H -3.652 3.029 -0.150
H -2.819 2.383 1.305
H -2.325 1.030 -1.463
H -1.619 2.699 -1.255
H 1.330 2.060 -1.278
H 0.781 3.147 0.089
H 1.946 1.816 0.469
H -0.743 1.843 2.576
H 0.310 0.360 2.484
H -1.483 0.207 2.319
H -0.681 -0.203 -2.633
H -0.579 -2.623 -3.512
H -0.127 -4.612 -1.948
H 0.240 -4.124 0.571
H 0.147 -1.758 1.504
H -4.333 -2.104 4.693
H -3.302 -3.367 3.936
H -5.130 -3.687 4.089
H -2.379 -2.157 2.022
C -4.285 3.656 -4.734
C -4.301 2.291 -4.098
O -5.216 1.937 -3.384
C -3.133 1.382 -4.384
H -5.184 4.200 -4.442
H -3.411 4.215 -4.394
H -4.271 3.560 -5.821
H -2.208 1.841 -4.029
H -3.068 1.186 -5.456
H -3.276 0.434 -3.863
C 5.291 3.161 2.485
C 3.844 2.849 2.733
O 3.354 1.787 2.395
C 3.016 3.906 3.419
H 5.763 2.315 1.986
H 5.374 4.039 1.843
H 5.801 3.337 3.435
H 3.004 4.816 2.816
H 3.427 4.115 4.409
H 1.992 3.547 3.534
C 5.173 -1.312 2.989
C 6.479 -0.640 2.652
O 6.532 0.551 2.425
C 7.711 -1.505 2.608
H 4.374 -0.569 2.984
H 4.946 -2.078 2.245
H 5.231 -1.759 3.984
H 7.594 -2.280 1.846
H 7.880 -1.961 3.585
H 8.575 -0.891 2.353
C 5.479 5.223 -2.019
C 4.728 5.706 -0.805
O 4.757 5.091 0.240
C 3.941 6.984 -0.942
H 5.999 4.296 -1.776
H 4.780 5.029 -2.835
H 6.215 5.969 -2.322
H 3.175 6.868 -1.711
H 4.609 7.807 -1.198
H 3.453 7.211 0.006
C 8.095 -3.776 -2.639
C 7.350 -3.289 -1.424
O 7.376 -3.905 -0.380
C 6.572 -2.005 -1.557
H 8.609 -4.708 -2.399
H 7.395 -3.963 -3.456
H 8.837 -3.035 -2.943
H 5.804 -2.113 -2.326
H 7.246 -1.186 -1.813
H 6.087 -1.775 -0.608
*
```

Molecular formula: C4H6O
Method: DFT, the ωB97M-V functional and the def2-TZVPD basis

Properties
Kohn-Sham gap = 0.361 Eh
F_max = 3.137 eV/A
E_HOMO = -8.728 eV
relative energy (zero: lowest compared OMol25 entry of this formula, charge and spin) = 1.447 eV

Geometry as ORCA input:
```
! RIJCOSX wB97M-V def2-TZVPD def2/J DEFGRID3
* xyz 0 1
C 0.676 0.872 -0.237
C 1.060 -0.368 0.063
C -0.151 -1.266 0.053
O -1.215 -0.422 -0.409
C -0.811 0.914 -0.227
H 1.281 1.763 -0.280
H 2.057 -0.707 0.328
H -0.400 -1.676 1.047
H -0.044 -2.109 -0.643
H -1.072 1.440 0.806
H -1.501 1.685 -0.509
*
```